Record 1
The following is a DFT calculation (wB97M-V/def2-TZVPD) of a cluster of 3 separate species, C31H46BF16N2O11P in total in a non-equilibrium geometry.

```
108
Properties=species:S:1:pos:R:3:forces:R:3:lowdin_charge:R:1
C -4.81562 -3.08100 1.86430 0.271 0.781 0.880 -0.077
C -4.46629 -2.79353 3.42894 -1.161 -1.908 -1.093 -0.234
O -4.63436 -1.36328 3.61224 1.910 0.765 1.891 -0.091
C -4.26474 -0.94109 4.91958 -1.556 -2.568 3.728 -0.359
O -4.61228 -1.67692 5.89253 1.567 2.575 -3.566 0.039
C -3.49189 0.41466 5.26169 0.187 0.461 -1.091 -0.083
C -1.88344 0.31499 4.99989 -0.977 -0.063 -0.923 -0.144
C -1.70658 -0.28373 3.51630 -0.836 -1.209 0.961 -0.213
N -0.40180 0.01042 2.85510 -1.221 1.262 0.811 -0.185
C 0.76935 -0.17540 3.75587 1.173 0.123 0.101 -0.203
C 0.88881 -1.61982 4.43594 1.023 -0.129 0.401 -0.150
C 2.11180 -2.50994 3.91925 2.626 -2.598 -0.530 -0.162
C 2.56200 -3.67604 4.88171 1.531 0.124 -2.552 -0.045
C 3.69722 -4.66562 4.53558 -1.556 3.360 -2.649 -0.081
C 4.41365 -4.50056 3.16062 -2.516 2.137 1.084 -0.080
C 4.01298 -3.34184 2.18446 -1.577 -1.060 3.415 -0.052
C 2.85410 -2.35290 2.57106 0.840 -2.579 2.216 -0.030
C -0.48566 1.44984 2.41176 0.969 0.425 -0.475 -0.121
C -0.04616 1.65383 0.85966 0.056 0.998 -0.484 -0.405
O -1.11582 2.13578 0.00016 -0.386 -1.396 0.906 -0.171
C -2.15219 1.14957 -0.20697 -1.775 0.378 -0.988 -0.154
C -2.09881 0.44137 -1.66594 0.415 -1.190 0.620 -0.171
O -3.25816 0.72873 -2.49375 -0.167 -1.492 0.919 -0.138
C -4.22913 -0.33367 -2.47665 -1.855 0.796 -0.053 -0.229
O -4.17009 -1.21069 -3.63085 0.828 -0.141 2.337 -0.133
C -3.22663 -2.29297 -3.44032 0.913 -0.598 -1.277 -0.183
C -1.91753 -1.92095 -4.32730 -1.118 0.474 -0.542 -0.207
O -1.05120 -3.05441 -4.58518 -0.693 0.367 1.220 -0.106
B 1.07282 2.87274 0.88990 0.317 1.127 -0.602 -0.491
O 2.47254 2.56051 1.13202 -1.741 0.738 -1.591 0.050
O 0.62492 4.23605 0.64866 1.879 -2.655 -0.409 0.102
P 0.90165 0.13838 0.16177 1.982 -0.268 1.156 0.981
N -0.11349 -1.31216 0.14360 0.049 0.004 -0.909 -0.177
O 1.28233 0.63352 -1.46522 -1.308 -0.990 1.090 -0.304
H -5.69541 -2.40374 1.53906 1.334 -1.292 0.618 0.088
H -5.06900 -4.19045 1.73101 0.443 1.703 0.054 0.081
H -3.89980 -2.76313 1.25196 -1.348 -0.667 0.700 0.068
H -3.41441 -3.18436 3.64973 -1.242 0.990 -0.187 0.122
H -5.17585 -3.40554 4.10723 1.040 1.294 -1.048 0.131
H -3.63978 0.74347 6.34264 -0.251 -0.989 -1.470 0.124
H -3.96353 1.23306 4.59242 1.016 -1.188 0.918 0.132
H -1.36415 -0.35108 5.78635 -0.900 1.206 -1.191 0.125
H -1.47162 1.38467 5.00909 -0.517 -1.550 0.261 0.116
H -1.85271 -1.43180 3.59286 0.290 1.779 -0.183 0.113
H -2.61900 0.08009 2.90486 1.833 -0.501 0.632 0.120
H 0.81980 0.63817 4.58347 -0.287 -1.246 -1.143 0.125
H 1.70970 0.01955 3.10719 -1.509 -0.348 1.049 0.114
H -0.04780 -2.26827 4.38182 1.107 1.074 -0.117 0.110
H 1.08251 -1.43386 5.56285 -0.331 -0.427 -1.798 0.121
H 2.02125 -3.80375 5.89336 0.936 0.314 -1.843 0.096
H 3.95763 -5.48457 5.27945 -0.286 1.234 -1.261 0.083
H 5.23219 -5.26523 2.92113 -1.325 1.480 0.134 0.082
H 4.56836 -3.27845 1.18349 -1.075 0.088 1.714 0.077
H 2.55375 -1.51225 1.85677 0.569 -1.330 1.043 0.035
H 0.20536 2.09467 3.08716 -1.016 -0.935 -1.013 0.136
H -1.52689 1.90534 2.51120 1.317 -0.789 -0.204 0.146
H -2.24150 0.35737 0.60965 0.586 1.048 -1.005 0.109
H -3.15632 1.73029 -0.19539 1.568 -0.850 -0.070 0.144
H -1.16739 0.70927 -2.26852 -1.181 -0.119 1.077 0.122
H -2.10004 -0.70092 -1.47297 0.332 1.860 -0.297 0.092
H -5.26538 0.17812 -2.53544 1.747 -0.759 -0.182 0.151
H -4.24945 -0.92797 -1.48432 0.528 0.759 -1.528 0.145
H -2.98151 -2.50826 -2.34404 -0.303 0.551 -1.321 0.117
H -3.67658 -3.27378 -3.86221 0.625 1.665 0.505 0.140
H -1.35788 -1.00719 -3.90779 -0.722 -1.488 -0.337 0.113
H -2.32609 -1.58858 -5.35664 0.626 -0.570 1.681 0.139
H -1.07041 -3.61802 -3.78270 0.152 0.484 -0.719 0.084
H 2.93491 2.47271 0.26023 -0.393 -0.037 1.159 0.113
H 1.36279 4.68343 0.15917 -0.873 -0.147 0.949 0.107
H 0.15499 -1.89902 0.95977 -0.094 0.841 -0.697 0.029
H 0.14804 -1.85593 -0.69431 -0.270 0.270 0.432 0.031
H 1.70622 -0.11220 -1.94463 -0.215 0.576 0.574 0.019
F 5.81550 -2.59071 -1.88455 -0.152 -0.037 -0.079 0.097
C 4.73241 -1.84200 -2.15826 0.192 0.614 0.584 -0.298
F 4.19139 -1.50164 -0.96019 -0.348 -0.026 -0.156 0.078
C 3.69941 -2.58006 -3.01125 -0.101 -1.098 -0.225 -0.426
F 3.18240 -3.63936 -2.34444 0.179 0.280 0.097 0.128
F 2.65134 -1.72264 -3.22074 0.260 0.342 0.040 0.088
C 4.17837 -3.04883 -4.40166 -0.293 -0.117 -0.857 -0.039
O 4.59482 -4.41662 -4.52365 0.931 0.276 1.162 0.036
C 5.92648 -4.72378 -4.16164 -0.822 0.997 -1.321 -0.503
F 6.62627 -3.58257 -4.01133 0.265 -0.396 0.208 0.135
F 6.46618 -5.35155 -5.23157 -0.070 -0.272 0.485 0.146
C 6.01306 -5.64457 -2.93801 -0.044 -0.630 0.540 -0.277
F 5.39483 -5.11115 -1.86267 -0.040 0.063 -0.270 0.092
F 7.30315 -5.85674 -2.58550 -0.015 0.192 -0.374 0.100
H 5.06286 -0.92079 -2.64642 -0.098 -0.041 -0.164 0.177
H 3.30514 -2.98273 -5.05769 -0.011 -0.133 0.265 0.152
H 4.90627 -2.36297 -4.84337 0.065 -0.076 0.340 0.146
H 5.54710 -6.61172 -3.14715 0.008 0.118 -0.221 0.177
F -2.13185 7.78779 -3.86939 -0.015 -0.014 0.109 0.091
C -3.14690 7.33080 -3.11256 -0.713 0.214 -0.508 -0.299
F -4.12044 8.27663 -3.17054 0.000 -0.112 0.316 0.090
C -2.73867 7.07845 -1.66027 0.712 0.241 0.674 -0.432
F -2.38826 8.23297 -1.04304 -0.098 -0.019 -0.291 0.126
F -3.84254 6.62107 -0.99707 0.006 -0.160 -0.454 0.104
C -1.62230 6.03500 -1.44230 0.109 -0.712 0.648 -0.038
O -0.28677 6.53118 -1.26109 -0.028 0.830 -1.467 0.025
C 0.44546 6.81570 -2.43448 -1.017 -1.451 0.877 -0.501
F -0.19829 6.30559 -3.50120 0.507 0.335 -0.177 0.136
F 1.60158 6.11465 -2.32909 0.168 0.476 0.023 0.135
C 0.76797 8.30730 -2.58847 0.233 0.775 0.094 -0.278
F -0.34809 9.06485 -2.59348 0.102 -0.272 0.116 0.098
F 1.40952 8.54321 -3.75830 0.019 -0.405 0.044 0.097
H -3.54151 6.42163 -3.57461 0.056 -0.106 0.158 0.174
H -1.84914 5.54551 -0.49048 0.070 0.242 -0.047 0.147
H -1.65800 5.22951 -2.18054 -0.019 0.290 -0.081 0.148
H 1.40399 8.65288 -1.76840 -0.001 -0.244 0.024 0.176
```
Forces are in eV/Å.

Values from the calculation:
SMILES   CCOC(=O)CCCN(CCc1ccccc1)C[C@@](OCCOCOCCO)(B(O)O)P(N)O.FC(F)C(F)(F)COC(F)(F)C(F)F.FC(F)C(F)(F)COC(F)(F)C(F)F
Electronic energy   -111833.55963 eV
LUMO level   0.005 Eh
HOMO-LUMO gap   7.94 eV
Spin multiplicity   1
ΔE to the lowest compared entry with this formula, charge and spin   205.8 kcal per mole

Record 2
The following is a DFT calculation (wB97M-V/def2-TZVPD) of a cluster of 2 separate species, C5H5NO in total in a non-equilibrium geometry.

```
12
Properties=species:S:1:pos:R:3:forces:R:3:lowdin_charge:R:1
O 0.52778 -1.43526 2.65176 -0.986 -0.033 -1.615 0.046
C -0.07381 -1.46588 1.67964 1.073 -0.206 1.970 0.033
C 0.39280 -0.56038 -1.09700 0.234 0.007 -0.142 -0.175
N -0.92303 -0.33132 -0.81302 -0.394 0.061 -0.561 -0.027
C -1.03306 0.72186 0.05009 -0.029 0.253 0.075 -0.183
C 0.22960 1.18319 0.31755 0.094 -0.017 -0.053 -0.130
C 1.14061 0.36382 -0.41472 -0.032 0.099 0.044 -0.126
H 0.69777 -1.39214 -1.71947 -0.088 0.277 -0.026 0.111
H -1.67359 -0.61650 -1.42694 0.116 -0.266 0.437 0.150
H -1.99170 1.01942 0.45441 0.145 0.069 -0.240 0.111
H 0.47708 2.01676 0.95885 -0.019 -0.157 0.015 0.095
H 2.21667 0.45707 -0.44699 -0.114 -0.084 0.097 0.094
```
Forces are in eV/Å.

Values from the calculation:
Electronic energy   -8802.88180 eV
LUMO level   0.040 Eh
HOMO-LUMO gap   9.60 eV
Spin multiplicity   1
ΔE to the lowest compared entry with this formula, charge and spin   12.4 kcal per mole

Record 3
The following is a DFT calculation (wB97M-V/def2-TZVPD) of a cluster of 4 separate species, C3H16NO3 in total in a non-equilibrium geometry.

```
23
Properties=species:S:1:pos:R:3:forces:R:3:lowdin_charge:R:1
C -0.48393 0.04776 -1.10503 -0.234 -1.880 -0.160 -0.135
C 0.19778 0.38931 -2.40559 1.437 1.327 -0.886 -0.235
C 0.15087 1.88151 -2.76103 0.241 -0.098 -1.572 -0.100
N 0.38833 -0.76828 -0.17380 -0.169 0.556 -1.153 0.157
H -0.96356 0.80887 -0.50431 0.349 0.542 -0.126 0.123
H -1.26609 -0.64829 -1.35458 -0.613 -0.191 0.030 0.125
H -0.13263 -0.17122 -3.28244 -0.949 -0.073 0.418 0.117
H 1.25773 0.10981 -2.49994 0.051 -0.026 0.982 0.119
H 0.90854 2.54188 -2.34225 -0.391 -0.140 0.984 0.079
H 0.45783 1.96273 -3.80717 -0.225 -0.177 -0.212 0.078
H -0.86314 2.27579 -2.76140 0.075 0.231 0.450 0.080
H 0.92468 -1.47495 -0.67414 -0.015 -0.026 -0.022 0.152
H 1.08119 -0.16078 0.24702 0.073 -0.181 0.450 0.132
H -0.18637 -1.22315 0.53355 0.257 0.264 0.565 0.121
H -0.73323 0.19482 2.68086 -0.023 -0.025 -0.192 0.040
H -0.57283 -1.25624 3.15058 0.135 -0.001 0.016 0.071
O -0.32429 -0.65039 2.44293 -0.019 -0.077 0.305 -0.051
H 3.21161 -2.28676 1.27080 0.060 -0.042 -0.318 0.067
H 2.58958 -1.03720 1.80632 -0.036 0.065 -0.081 0.054
O 2.68895 -1.52889 0.97940 0.098 -0.097 0.555 -0.048
H -3.21610 1.61343 1.77633 0.161 0.069 -0.075 0.063
H -2.90526 0.30004 2.45563 -0.025 0.011 -0.226 0.053
O -2.54538 0.91876 1.80498 -0.237 -0.030 0.268 -0.060
```
Forces are in eV/Å.

Values from the calculation:
Electronic energy   -10997.09823 eV
LUMO level   -0.106 Eh
HOMO-LUMO gap   12.25 eV
Charge   +1
Spin multiplicity   1
ΔE to the lowest compared entry with this formula, charge and spin   17.7 kcal per mole

Record 4
The following is a DFT calculation (wB97M-V/def2-TZVPD) of a cluster of 12 separate species, C6H36NO12 in total in a non-equilibrium geometry.

```
55
Properties=species:S:1:pos:R:3:forces:R:3:lowdin_charge:R:1
C 0.02401 -2.07955 0.38401 -2.411 0.712 -0.558 -0.178
O 0.55177 -2.13049 -0.91390 0.649 -0.674 -0.847 -0.109
C -0.86808 -0.78544 0.46014 1.581 0.160 0.839 -0.195
C -1.24389 -0.42816 1.90220 -1.214 0.669 1.724 -0.123
C -0.94746 1.00341 2.51483 0.397 -2.003 0.509 -0.160
C 0.79558 1.91316 4.04040 1.406 0.752 0.089 0.014
C 0.13373 0.85584 3.60257 -0.865 1.307 -1.031 -0.182
N 0.05704 0.25465 -0.22057 -1.705 -1.101 0.925 0.228
H -0.69376 -2.85260 0.72063 1.037 -0.037 -0.627 0.106
H 0.90977 -2.01515 1.00881 -0.287 0.116 0.619 0.124
H -0.00166 -2.41810 -1.68085 -0.274 -0.050 0.834 0.062
H -1.77499 -0.79137 -0.15580 0.387 -0.473 -0.112 0.129
H -0.89953 -1.19465 2.61547 0.479 0.183 -0.525 0.100
H -2.31920 -0.47918 2.13888 0.053 -0.508 -1.203 0.123
H -1.83195 1.38261 3.03415 -0.085 -0.264 -0.168 0.119
H -0.75135 1.69772 1.72221 0.488 0.508 0.160 0.058
H 1.52843 1.92095 4.82934 0.048 -0.699 0.452 0.063
H 0.85462 2.91747 3.59557 -0.948 -0.537 -0.185 0.068
H 0.23090 -0.14186 4.02589 0.001 0.287 0.245 0.108
H -0.44116 1.13134 -0.12514 0.680 0.456 -0.672 0.096
H 0.11997 -0.14603 -1.15913 0.395 0.768 -0.165 0.126
H 0.98915 0.26354 0.20111 0.021 0.349 -0.053 0.119
H -1.02537 -4.73447 1.89904 0.050 0.065 0.004 0.062
H -1.42530 -4.11599 3.21393 -0.228 -0.056 0.482 0.048
O -1.02425 -3.89541 2.37667 0.027 -0.315 -0.072 -0.050
H -1.80985 3.75245 -0.77225 0.552 0.128 -0.260 0.081
H -0.33555 3.25056 -0.63808 -0.011 0.275 -0.112 0.001
O -1.02863 3.47702 -1.28702 -0.918 -0.142 0.513 -0.076
H 2.71861 -0.97281 -2.36315 0.088 0.337 -0.530 0.052
H 2.58933 -1.59559 -1.03891 -0.008 0.133 0.283 0.042
O 2.96985 -0.80774 -1.45423 -0.043 -0.195 0.242 -0.040
H 1.70225 2.58049 0.86914 -0.159 -1.792 -1.539 0.053
H 0.98600 3.53266 1.36691 -1.823 0.775 0.017 0.087
O 0.74157 2.80044 0.77058 2.249 1.294 1.170 -0.098
H 0.17423 2.71682 -2.99959 -0.651 -0.120 0.171 0.042
H 1.58030 2.56035 -2.64356 -0.111 -0.757 0.203 0.079
O 0.74685 2.05046 -2.60314 0.986 0.642 -0.491 -0.060
H -2.51205 -2.45743 -2.08721 -0.369 -0.159 0.139 -0.015
H -3.95158 -2.93622 -1.87164 -0.052 0.075 0.099 0.046
O -3.26302 -2.39870 -1.46686 0.258 0.137 -0.103 -0.070
H 3.75108 1.10903 1.10203 -0.168 -0.277 -0.067 0.061
H 3.17658 0.78852 -0.31084 0.193 -0.179 -0.037 0.021
O 3.06817 1.35466 0.46827 -0.157 0.611 -0.256 -0.066
H -0.64944 -2.78480 -3.81341 -0.053 -0.686 0.030 0.093
H -0.93102 -1.44510 -3.35227 -0.170 -0.171 0.234 0.053
O -1.01278 -2.37153 -3.02222 0.324 0.834 -0.823 -0.053
H 2.84773 -0.72718 3.24216 -0.312 0.129 -0.107 0.068
H 1.84113 0.14821 2.43357 -0.011 0.257 0.514 -0.016
O 2.63829 -0.37958 2.36551 0.587 -0.698 -0.098 -0.054
H -1.91674 1.91522 -1.99019 -0.341 -0.673 -0.316 0.004
H -2.67133 0.49061 -2.03535 -0.165 0.271 0.155 0.024
O -2.24136 1.17528 -2.55844 0.591 0.242 0.100 -0.058
H -0.10353 0.51815 -4.21355 0.274 -0.570 0.538 0.032
H -0.09871 -0.10854 -5.52124 0.020 -0.629 -0.428 0.067
O 0.04663 -0.36795 -4.60547 -0.280 1.290 0.094 -0.053
```
Forces are in eV/Å.

Values from the calculation:
Electronic energy   -32860.00862 eV
LUMO level   -0.085 Eh
HOMO-LUMO gap   10.52 eV
Charge   +1
Spin multiplicity   1
ΔE to the lowest compared entry with this formula, charge and spin   18.7 kcal per mole

Record 5
The following is a DFT calculation (wB97M-V/def2-TZVPD) of a cluster of 2 separate species, C3H2ClNS in total in a non-equilibrium geometry.

```
8
Properties=species:S:1:pos:R:3:forces:R:3:lowdin_charge:R:1
C 2.12169 -1.18343 0.68354 -1.151 0.291 -1.646 -0.334
C -1.67867 0.46497 -0.34117 1.735 0.180 -1.682 -0.029
C -0.33769 0.42540 -0.29045 0.723 -1.965 -2.220 -1.222
N 2.96855 -1.56264 1.35355 1.167 -0.538 0.989 -0.031
S 0.55744 -0.46199 -1.51871 -0.302 0.209 1.159 0.788
Cl 0.57683 1.01171 0.96491 0.239 1.140 1.381 0.722
H -2.03104 1.05066 0.41523 -2.013 1.019 1.957 0.034
H -2.17712 0.25533 -1.26691 -0.398 -0.336 0.062 0.071
```
Forces are in eV/Å.

Values from the calculation:
Electronic energy   -27985.41808 eV
LUMO level (alpha / beta)   0.003 / -0.129 Eh
HOMO-LUMO gap (alpha / beta)   10.05 / 6.61 eV
Spin multiplicity   3
ΔE to the lowest compared entry with this formula, charge and spin   32.7 kcal per mole

Record 6
The following is a DFT calculation (wB97M-V/def2-TZVPD) of the ion C7H11N2OS with charge +1 in a non-equilibrium geometry.

```
22
Properties=species:S:1:pos:R:3:forces:R:3:lowdin_charge:R:1
C 1.08205 -0.34317 3.00290 1.392 -1.603 1.907 0.007
C 0.37959 -1.03102 0.75375 0.994 -2.896 0.884 -0.016
C 0.59826 0.90790 2.76701 -1.831 -0.821 0.042 -0.025
C 0.95530 -1.40289 1.99608 0.820 0.781 1.739 -0.237
C -0.29565 0.09536 0.73178 -2.944 3.520 -1.259 -0.199
C -1.13351 0.32393 -3.15822 -1.038 0.156 -1.060 -0.155
C -0.84329 1.22435 -2.02551 1.241 3.142 0.705 -0.451
N -0.24223 1.03999 1.66700 0.551 1.113 -0.361 0.038
N 1.38889 -2.64756 2.29438 -0.331 0.940 -0.471 0.180
O -1.91217 2.24910 0.11310 -0.249 2.249 1.186 -0.507
S -1.89625 0.98963 -0.58196 2.112 -3.440 0.349 1.044
H 1.57180 -0.61145 4.08762 -1.171 0.832 -3.096 0.183
H 0.34448 -1.76841 -0.02073 -0.185 -0.188 -0.452 0.122
H 0.57514 1.65616 3.56730 0.177 0.014 -0.772 0.144
H -0.67461 0.67656 -4.11150 -0.162 -0.500 0.856 0.111
H -0.92321 -0.69281 -2.91440 0.712 -0.801 -0.162 0.065
H -2.21441 0.31543 -3.29651 -0.164 0.125 -0.388 0.077
H -1.17923 2.33665 -2.24358 0.956 -2.009 0.194 0.137
H 0.24542 1.21717 -1.68783 -1.441 0.244 -0.504 0.115
H -0.77419 1.92825 1.33075 0.656 -0.937 1.019 0.140
H 1.72351 -2.97489 3.17356 0.194 0.637 0.731 0.119
H 1.25846 -3.40729 1.68158 -0.290 -0.559 -1.087 0.108
```
Forces are in eV/Å.

Values from the calculation:
Electronic energy   -23291.91901 eV
LUMO level   -0.140 Eh
HOMO-LUMO gap   9.58 eV
Charge   +1
Spin multiplicity   1
ΔE to the lowest compared entry with this formula, charge and spin   29.8 kcal per mole